# C44H91Br2F7N14O11P

A cluster of 10 separate species, C44H91Br2F7N14O11P in total (ωB97M-V/def2-TZVPD, the OMol25 dataset).

Bonds (Å) are listed after each position.
Cartesian coordinates (Å):
1 N 0.734 -1.311 1.164  P2 1.591, H35 1.020
2 P 1.348 -0.551 -0.092  N1 1.591, C3 1.877, H36 1.422, H37 1.417
3 C 2.503 -1.628 -1.104  P2 1.877, C4 1.573, C10 1.584, N25 1.445
4 C 3.963 -1.311 -0.611  C3 1.573, O5 1.172, N6 1.459
5 O 4.356 -0.229 -0.388  C4 1.172
6 N 4.881 -2.437 -0.471  C4 1.459, C7 1.471, H38 1.023
7 C 5.295 -2.751 -1.847  N6 1.471, O8 1.147, F9 1.324
8 O 5.860 -1.957 -2.452  C7 1.147
9 F 4.969 -3.926 -2.365  C7 1.324
10 C 2.271 -3.115 -0.612  C3 1.584, N11 1.479, H39 1.102, H40 1.106
11 N 0.891 -3.585 -0.863  C10 1.479, C12 1.507, H41 1.026, H42 1.037
12 C 0.249 -3.108 -2.140  N11 1.507, C13 1.577, C18 1.563, H43 1.106
13 C -1.139 -2.469 -1.753  C12 1.577, C14 1.564, H44 1.116, H45 1.102
14 C -2.049 -2.311 -3.016  C13 1.564, C15 1.579, H46 1.105, H47 1.115
15 C -2.365 -0.788 -3.288  C14 1.579, C16 1.590, H48 1.110, H49 1.103
16 C -3.384 -0.313 -2.164  C15 1.590, N17 1.474, H50 1.112, H51 1.101
17 N -2.805 0.769 -1.349  C16 1.474, H52 1.018, H53 1.017
18 C 1.126 -2.224 -3.085  C12 1.563, C19 1.593, N25 1.460, H54 1.113
19 C 1.590 -3.137 -4.305  C18 1.593, C20 1.572, H55 1.107, H56 1.108
20 C 0.701 -2.937 -5.586  C19 1.572, C21 1.543, H57 1.104, H58 1.104
21 C 1.551 -2.447 -6.777  C20 1.543, F22 1.333, F23 1.346, F24 1.348
22 F 2.581 -3.252 -7.039  C21 1.333
23 F 1.966 -1.178 -6.606  C21 1.346
24 F 0.759 -2.441 -7.868  C21 1.348
25 N 2.336 -1.617 -2.539  C3 1.445, C18 1.460, C26 1.454
26 C 2.801 -0.470 -3.302  N25 1.454, C27 1.572, H59 1.111, H60 1.104
27 C 1.777 0.721 -3.374  C26 1.572, C28 1.555, H61 1.110, H62 1.101
28 C 2.541 2.007 -3.798  C27 1.555, F29 1.377, Br30 1.961, C31 1.583
29 F 3.397 1.700 -4.832  C28 1.377
30 Br 3.599 2.783 -2.340  C28 1.961
31 C 1.515 3.097 -4.313  C28 1.583, F32 1.337, F33 1.337, Br34 1.960
32 F 0.420 2.992 -3.552  C31 1.337
33 F 2.074 4.307 -4.203  C31 1.337
34 Br 1.156 2.704 -6.199  C31 1.960
35 H 1.034 -0.828 2.011  N1 1.020
36 H 0.318 -0.053 -0.937  P2 1.422
37 H 2.077 0.572 0.374  P2 1.417
38 H 5.725 -2.039 -0.053  N6 1.023
39 H 2.536 -3.133 0.457  C10 1.102
40 H 2.961 -3.817 -1.116  C10 1.106
41 H 0.922 -4.610 -0.886  N11 1.026
42 H 0.249 -3.362 -0.080  N11 1.037
43 H -0.028 -4.014 -2.711  C12 1.106
44 H -1.627 -3.223 -1.091  C13 1.116
45 H -1.033 -1.555 -1.146  C13 1.102
46 H -2.965 -2.926 -2.945  C14 1.105
47 H -1.478 -2.738 -3.872  C14 1.115
48 H -1.412 -0.231 -3.174  C15 1.110
49 H -2.783 -0.723 -4.307  C15 1.103
50 H -3.538 -1.164 -1.465  C16 1.112
51 H -4.360 -0.048 -2.599  C16 1.101
52 H -2.458 1.522 -1.940  N17 1.018
53 H -2.025 0.426 -0.794  N17 1.017
54 H 0.438 -1.484 -3.551  C18 1.113
55 H 1.636 -4.208 -4.029  C19 1.107
56 H 2.621 -2.878 -4.622  C19 1.108
57 H 0.224 -3.870 -5.933  C20 1.104
58 H -0.092 -2.179 -5.462  C20 1.104
59 H 2.923 -0.814 -4.352  C26 1.111
60 H 3.791 -0.064 -3.029  C26 1.104
61 H 1.051 0.567 -4.198  C27 1.110
62 H 1.304 0.981 -2.415  C27 1.101
63 C 5.847 -0.424 -8.986  C64 1.509, H68 1.087, H69 1.092, H70 1.092
64 C 6.964 0.259 -8.236  C63 1.509, O65 1.219, N66 1.363
65 O 7.953 0.694 -8.801  C64 1.219
66 N 6.838 0.381 -6.885  C64 1.363, C67 1.449, H71 1.008
67 C 5.748 -0.068 -6.042  N66 1.449, H72 1.089, H73 1.093, H74 1.087
68 H 6.090 -0.444 -10.045  C63 1.087
69 H 5.729 -1.451 -8.638  C63 1.092
70 H 4.912 0.125 -8.856  C63 1.092
71 H 7.619 0.846 -6.450  N66 1.008
72 H 5.334 0.795 -5.521  C67 1.089
73 H 6.145 -0.770 -5.304  C67 1.093
74 H 4.962 -0.553 -6.615  C67 1.087
75 C -1.712 -3.316 4.093  C76 1.507, H80 1.088, H81 1.092, H82 1.091
76 C -0.596 -2.356 4.413  C75 1.507, O77 1.226, N78 1.355
77 O -0.356 -1.382 3.707  C76 1.226
78 N 0.148 -2.600 5.519  C76 1.355, C79 1.453, H83 1.009
79 C 0.013 -3.695 6.465  N78 1.453, H84 1.091, H85 1.089, H86 1.085
80 H -2.213 -2.989 3.185  C75 1.088
81 H -1.313 -4.319 3.929  C75 1.092
82 H -2.441 -3.333 4.904  C75 1.091
83 H 0.875 -1.918 5.674  N78 1.009
84 H -0.172 -3.279 7.456  C79 1.091
85 H 0.949 -4.253 6.485  C79 1.089
86 H -0.797 -4.366 6.199  C79 1.085
87 C -2.074 3.349 1.138  C88 1.501, H92 1.089, H93 1.091, H94 1.091
88 C -0.730 2.734 0.880  C87 1.501, O89 1.234, N90 1.354
89 O -0.116 2.917 -0.175  C88 1.234
90 N -0.174 1.956 1.838  C88 1.354, C91 1.457, H95 1.006
91 C -0.670 1.584 3.157  N90 1.457, H96 1.092, H97 1.091, H98 1.086
92 H -2.358 3.945 0.272  C87 1.089
93 H -2.822 2.569 1.292  C87 1.091
94 H -2.032 4.005 2.009  C87 1.091
95 H 0.726 1.597 1.567  N90 1.006
96 H 0.056 1.929 3.896  C91 1.092
97 H -0.725 0.495 3.192  C91 1.091
98 H -1.643 2.013 3.380  C91 1.086
99 C -0.229 5.916 -2.081  C100 1.508, H104 1.088, H105 1.091, H106 1.091
100 C -1.522 6.208 -1.362  C99 1.508, O101 1.227, N102 1.354
101 O -2.372 5.346 -1.167  C100 1.227
102 N -1.731 7.470 -0.918  C100 1.354, C103 1.449, H107 1.010
103 C -0.871 8.630 -1.035  N102 1.449, H108 1.091, H109 1.091, H110 1.086
104 H -0.211 4.867 -2.368  C99 1.088
105 H -0.150 6.527 -2.982  C99 1.091
106 H 0.620 6.109 -1.423  C99 1.091
107 H -2.617 7.585 -0.446  N102 1.010
108 H -0.643 8.990 -0.031  C103 1.091
109 H -1.415 9.406 -1.574  C103 1.091
110 H 0.053 8.403 -1.557  C103 1.086
111 C 2.422 -8.644 6.265  C112 1.503, H116 1.088, H117 1.092, H118 1.092
112 C 1.866 -7.312 5.842  C111 1.503, O113 1.225, N114 1.361
113 O 0.663 -7.112 5.728  C112 1.225
114 N 2.754 -6.313 5.584  C112 1.361, C115 1.451, H119 1.008
115 C 4.203 -6.359 5.667  N114 1.451, H120 1.091, H121 1.092, H122 1.085
116 H 1.600 -9.336 6.435  C111 1.088
117 H 3.063 -9.052 5.481  C111 1.092
118 H 2.987 -8.535 7.194  C111 1.092
119 H 2.318 -5.449 5.305  N114 1.008
120 H 4.537 -5.609 6.386  C115 1.091
121 H 4.619 -6.117 4.687  C115 1.092
122 H 4.559 -7.335 5.979  C115 1.085
123 C 2.076 -7.962 10.621  C124 1.507, H128 1.087, H129 1.091, H130 1.091
124 C 3.409 -8.519 10.189  C123 1.507, O125 1.226, N126 1.355
125 O 3.896 -8.263 9.094  C124 1.226
126 N 4.069 -9.325 11.055  C124 1.355, C127 1.451, H131 1.009
127 C 3.661 -9.743 12.384  N126 1.451, H132 1.091, H133 1.091, H134 1.085
128 H 1.675 -7.339 9.825  C123 1.087
129 H 1.372 -8.772 10.815  C123 1.091
130 H 2.195 -7.347 11.515  C123 1.091
131 H 4.951 -9.660 10.699  N126 1.009
132 H 4.417 -9.418 13.101  C127 1.091
133 H 3.601 -10.832 12.406  C127 1.091
134 H 2.700 -9.324 12.663  C127 1.085
135 C -2.785 1.668 -6.073  C136 1.509, H140 1.088, H141 1.091, H142 1.092
136 C -3.834 1.644 -4.988  C135 1.509, O137 1.226, N138 1.354
137 O -4.330 0.595 -4.592  C136 1.226
138 N -4.220 2.826 -4.452  C136 1.354, C139 1.449, H143 1.009
139 C -3.757 4.158 -4.787  N138 1.449, H144 1.088, H145 1.091, H146 1.086
140 H -2.585 0.650 -6.398  C135 1.088
141 H -3.140 2.242 -6.930  C135 1.091
142 H -1.857 2.098 -5.690  C135 1.092
143 H -4.922 2.731 -3.733  N138 1.009
144 H -3.336 4.613 -3.893  C139 1.088
145 H -4.610 4.753 -5.117  C139 1.091
146 H -3.005 4.141 -5.571  C139 1.086
147 C -5.644 5.341 1.296  C148 1.508, H152 1.088, H153 1.091, H154 1.092
148 C -5.545 4.169 2.240  C147 1.508, O149 1.223, N150 1.359
149 O -4.653 4.080 3.072  C148 1.223
150 N -6.487 3.194 2.142  C148 1.359, C151 1.451, H155 1.008
151 C -7.611 3.120 1.228  N150 1.451, H156 1.092, H157 1.091, H158 1.085
152 H -4.826 6.029 1.495  C147 1.088
153 H -5.566 5.001 0.262  C147 1.091
154 H -6.587 5.869 1.447  C147 1.092
155 H -6.358 2.444 2.804  N150 1.008
156 H -8.534 3.071 1.809  C151 1.092
157 H -7.521 2.209 0.634  C151 1.091
158 H -7.651 3.978 0.565  C151 1.085
159 C -5.983 10.389 1.575  C160 1.507, H164 1.087, H165 1.091, H166 1.091
160 C -4.614 9.786 1.395  C159 1.507, O161 1.224, N162 1.360
161 O -3.924 10.025 0.413  C160 1.224
162 N -4.154 8.953 2.367  C160 1.360, C163 1.452, H167 1.009
163 C -4.818 8.549 3.594  N162 1.452, H168 1.091, H169 1.092, H170 1.085
164 H -6.207 11.025 0.723  C159 1.087
165 H -6.738 9.603 1.629  C159 1.091
166 H -6.012 10.998 2.480  C159 1.091
167 H -3.233 8.588 2.181  N162 1.009
168 H -4.199 8.847 4.442  C163 1.091
169 H -4.919 7.461 3.597  C163 1.092
170 H -5.800 9.001 3.691  C163 1.085

For the largest force on an atom, the calculation gives 3.8 eV/A. The calculation puts the frontier orbital gap at 7.810 eV. As for the molar mass: 1316.07 g mol⁻¹. The value obtained for the highest occupied orbital energy is -10.59 eV. As for the net charge: +1.